No. 1
DFT (ωB97M-V/def2-TZVPD) results for an isolated molecule of C3H9NO in a non-equilibrium geometry.

Last column: Mulliken charge in e.
Atoms and positions in Å:
1 C -0.185 0.764 1.774  -0.789
2 N -0.872 0.533 0.195  -0.498
3 C -0.102 -0.511 -0.361  0.332
4 C -0.037 -0.521 -1.880  -1.330
5 O 1.279 -0.255 0.144  -0.608
6 H -0.617 -0.080 2.306  0.292
7 H -0.702 1.688 2.021  0.366
8 H 0.847 0.948 2.067  0.268
9 H -0.671 1.392 -0.317  0.328
10 H -0.407 -1.492 0.022  0.291
11 H -1.041 -0.607 -2.306  0.356
12 H 0.419 0.400 -2.256  0.339
13 H 0.568 -1.358 -2.240  0.320
14 H 1.521 -0.900 0.831  0.333

## Properties
Max |F| in eV Å⁻¹: 3.69
Energy relative to the best compared isomer or geometry (same formula, charge and spin) in kJ/mol: 216.3
Highest occupied orbital energy in eV: -9.35
E_LUMO in eV: 0.97
SMILES string: CN[C@@H](C)O
Kohn-Sham gap in eV: 10.31

***

No. 2
DFT (ωB97M-V/def2-TZVPD) results for the ion C2H3N2O with charge +1 in a non-equilibrium geometry.

Last column: Mulliken charge in e.
Atoms and positions in Å:
1 C 1.483 -0.297 -0.017  0.224
2 C -0.688 -0.402 -0.041  0.082
3 N 1.259 0.938 0.009  -0.094
4 N -0.414 0.865 0.039  -0.160
5 O 0.436 -1.154 0.021  -0.173
6 H 2.576 -0.559 -0.038  0.407
7 H -1.533 -1.031 -0.081  0.438
8 H -0.959 1.686 -0.183  0.276

## Properties
Max |F| in eV Å⁻¹: 8.69
Energy relative to the best compared isomer or geometry (same formula, charge and spin) in kJ/mol: 271.4
Highest occupied orbital energy (spin up / spin down) in eV: -12.30 / -18.27
2S+1: 3
Net charge: +1
E_LUMO (spin up / spin down) in eV: -5.31 / -10.58
Kohn-Sham gap (spin up / spin down) in eV: 6.99 / 7.69

***

No. 3
DFT (ωB97M-V/def2-TZVPD) results for an isolated molecule of C21H27NO3.

Last column: Mulliken charge in e.
Atoms and positions in Å:
1 O -2.662 -1.820 -0.322  -0.608
2 C -2.874 -0.497 -0.780  0.338
3 C -2.624 0.457 0.404  -0.914
4 O -1.683 1.461 0.123  -0.486
5 C -0.356 1.127 0.064  0.403
6 C 0.158 -0.151 0.220  -0.431
7 C 1.527 -0.371 0.163  -0.538
8 C 2.404 0.682 -0.053  0.581
9 O 3.764 0.579 -0.118  -0.343
10 C 4.354 -0.683 0.095  -0.430
11 C 5.854 -0.546 0.085  0.332
12 C 6.459 0.630 0.507  -0.436
13 C 7.838 0.740 0.519  -0.508
14 C 8.625 -0.326 0.118  -0.438
15 C 8.027 -1.502 -0.301  -0.536
16 C 6.648 -1.611 -0.320  -0.542
17 C 1.882 1.966 -0.224  -0.422
18 C 0.526 2.185 -0.167  -0.756
19 C -4.270 -0.285 -1.395  -1.392
20 N -5.312 -0.108 -0.407  0.522
21 C -6.520 0.464 -0.972  -0.859
22 C -7.490 0.841 0.143  -0.684
23 C -7.844 -0.390 0.969  -0.714
24 C -6.556 -1.019 1.487  -0.799
25 C -5.618 -1.326 0.324  -0.641
26 H -2.878 -2.435 -1.032  0.376
27 H -2.134 -0.271 -1.566  0.557
28 H -2.325 -0.139 1.274  0.426
29 H -3.552 0.984 0.638  0.337
30 H -0.491 -0.997 0.382  0.364
31 H 1.887 -1.380 0.290  0.403
32 H 4.039 -1.392 -0.685  0.414
33 H 4.039 -1.088 1.072  0.384
34 H 5.840 1.457 0.816  0.390
35 H 8.300 1.660 0.845  0.375
36 H 9.702 -0.241 0.130  0.372
37 H 8.636 -2.337 -0.617  0.380
38 H 6.184 -2.529 -0.652  0.345
39 H 2.568 2.780 -0.400  0.404
40 H 0.119 3.176 -0.293  0.420
41 H -4.223 0.628 -1.993  0.472
42 H -4.486 -1.128 -2.083  0.404
43 H -6.246 1.359 -1.538  0.420
44 H -7.014 -0.241 -1.667  0.348
45 H -8.388 1.285 -0.292  0.366
46 H -7.014 1.584 0.785  0.279
47 H -8.496 -0.115 1.800  0.336
48 H -8.378 -1.109 0.344  0.324
49 H -6.769 -1.940 2.033  0.348
50 H -6.058 -0.324 2.164  0.298
51 H -4.685 -1.740 0.708  0.425
52 H -6.088 -2.078 -0.339  0.335

## Properties
Max |F| in eV Å⁻¹: 0.63
Energy relative to the best compared isomer or geometry (same formula, charge and spin) in kJ/mol: 332.1
Highest occupied orbital energy in eV: -7.83
E_LUMO in eV: 0.75
SMILES string: O[C@H](COc1ccc(OCc2ccccc2)cc1)CN1CCCCC1
Kohn-Sham gap in eV: 8.58

***

No. 4
DFT (ωB97M-V/def2-TZVPD) results for an isolated molecule of C6H12O in a non-equilibrium geometry.

Last column: Mulliken charge in e.
Atoms and positions in Å:
1 C 2.493 -0.246 0.074  -1.128
2 C 1.385 0.224 -0.887  -0.368
3 C 0.017 0.103 -0.244  0.283
4 C -0.909 1.251 -0.276  -0.159
5 C -2.142 0.584 -0.744  -1.019
6 C -1.156 -1.248 1.305  -0.800
7 O -0.070 -1.035 0.446  -0.345
8 H 2.454 0.298 1.025  0.292
9 H 2.399 -1.309 0.306  0.257
10 H 3.484 -0.080 -0.364  0.377
11 H 1.542 1.286 -1.118  0.281
12 H 1.491 -0.307 -1.840  0.223
13 H -1.305 -0.395 1.982  0.311
14 H -0.982 1.848 0.640  0.210
15 H -0.494 1.903 -1.055  0.287
16 H -2.281 0.254 -1.761  0.292
17 H -2.980 0.412 -0.070  0.419
18 H -0.886 -2.132 1.881  0.277
19 H -2.061 -1.412 0.700  0.311

## Properties
Max |F| in eV Å⁻¹: 1.43
Energy relative to the best compared isomer or geometry (same formula, charge and spin) in kJ/mol: 410.6
Highest occupied orbital energy (spin up / spin down) in eV: -6.32 / -7.33
E_LUMO (spin up / spin down) in eV: 0.78 / 1.06
Kohn-Sham gap (spin up / spin down) in eV: 7.10 / 8.39

***

No. 5
DFT (ωB97M-V/def2-TZVPD) results for a structure of composition C62H72AsN5O2P2Sc in a non-equilibrium geometry.

Last column: Mulliken charge in e.
Atoms and positions in Å:
1 Sc -1.075 -0.328 0.391  -2.473
2 C 0.380 2.206 7.139  -1.641
3 C 0.347 1.806 5.704  -0.168
4 C 1.286 2.230 4.795  -0.900
5 C 1.332 1.800 3.439  1.283
6 C 2.473 2.299 2.771  -1.042
7 N 3.138 1.960 1.697  0.355
8 C 2.948 0.845 0.814  2.230
9 C 4.129 -0.130 0.866  -1.210
10 C 4.092 -1.080 -0.328  -0.579
11 N 2.840 -1.788 -0.389  1.584
12 C 2.667 -2.990 -0.847  -0.056
13 C 1.409 -3.619 -0.983  -0.460
14 C 1.381 -4.928 -1.509  -1.253
15 C 0.207 -5.630 -1.687  -0.182
16 C 0.176 -7.013 -2.247  -1.636
17 C -0.980 -4.996 -1.317  -0.774
18 C -1.029 -3.693 -0.817  0.750
19 C -2.335 -3.161 -0.524  -1.127
20 N -2.645 -1.961 -0.186  1.022
21 C -4.073 -1.717 -0.008  -1.142
22 C -4.378 -0.938 1.272  0.399
23 C -3.502 -1.430 2.422  -1.339
24 N -2.240 -0.690 2.410  1.184
25 C -1.873 -0.246 3.556  -0.834
26 C -0.735 0.570 3.891  1.039
27 C -0.653 0.960 5.225  -0.684
28 C 0.251 0.979 2.933  -1.088
29 O 0.113 0.685 1.684  2.067
30 C 0.181 -2.963 -0.615  1.234
31 O 0.189 -1.767 -0.110  1.833
32 H 1.162 2.936 7.326  0.405
33 H 0.557 1.330 7.761  0.362
34 H -0.574 2.632 7.441  0.387
35 H 2.061 2.894 5.146  0.445
36 H 2.948 3.114 3.307  0.520
37 H 3.933 2.545 1.459  0.451
38 H 2.868 1.239 -0.205  -0.830
39 H 2.016 0.348 1.092  -1.059
40 H 4.108 -0.708 1.794  -0.228
41 H 5.068 0.424 0.822  0.784
42 H 4.916 -1.795 -0.266  0.776
43 H 4.206 -0.506 -1.256  -0.220
44 H 1.980 -1.294 -0.121  -1.822
45 H 3.548 -3.544 -1.162  0.657
46 H 2.321 -5.386 -1.778  0.485
47 H 1.168 -7.348 -2.533  0.417
48 H -0.472 -7.054 -3.121  0.368
49 H -0.222 -7.708 -1.510  0.353
50 H -1.907 -5.540 -1.427  0.650
51 H -3.139 -3.895 -0.648  0.472
52 H -4.612 -2.671 0.024  0.769
53 H -4.447 -1.158 -0.873  -0.140
54 H -5.433 -1.071 1.519  0.631
55 H -4.207 0.136 1.139  -0.578
56 H -3.297 -2.499 2.290  0.037
57 H -4.014 -1.305 3.384  0.851
58 H -2.498 -0.484 4.424  0.310
59 H -1.408 0.621 5.920  0.589
60 C -2.042 2.887 -2.195  -2.166
61 N -0.885 2.830 -3.054  0.647
62 C -0.346 1.554 -3.365  -2.020
63 P 0.633 0.810 -1.887  2.900
64 C 1.743 -0.229 -2.926  1.519
65 C 1.125 -1.378 -3.427  -0.938
66 C 1.771 -2.197 -4.335  -0.798
67 C 3.049 -1.877 -4.766  -0.965
68 C 3.693 -0.773 -4.235  -1.002
69 C 3.053 0.042 -3.313  -0.806
70 C 1.407 2.433 -1.480  0.965
71 C 2.368 3.117 -2.220  -0.222
72 C 2.772 4.383 -1.830  -1.395
73 C 2.194 5.003 -0.735  -1.139
74 C 1.211 4.345 -0.014  -1.037
75 C 0.830 3.069 -0.379  0.585
76 C -0.362 4.027 -3.557  1.619
77 C 0.714 4.057 -4.454  -0.476
78 C 1.229 5.255 -4.911  -1.024
79 C 0.688 6.463 -4.508  -0.697
80 C -0.399 6.448 -3.652  -0.826
81 C -0.915 5.256 -3.181  -0.631
82 P -2.583 1.313 -1.339  1.766
83 C -3.342 0.420 -2.745  -0.268
84 C -4.337 0.947 -3.563  -0.564
85 C -4.818 0.204 -4.629  -1.099
86 C -4.299 -1.051 -4.905  -0.958
87 C -3.279 -1.566 -4.119  -0.796
88 C -2.807 -0.833 -3.047  1.140
89 C -3.921 2.079 -0.352  0.447
90 C -5.287 1.997 -0.599  -0.756
91 C -6.180 2.608 0.267  -0.926
92 C -5.725 3.291 1.383  -0.746
93 C -4.365 3.355 1.650  -0.934
94 C -3.470 2.745 0.793  -0.107
95 H -2.929 3.226 -2.757  1.183
96 H -1.870 3.609 -1.382  1.212
97 H 0.374 1.623 -4.180  0.612
98 H -1.128 0.854 -3.677  0.217
99 H 0.121 -1.627 -3.102  0.080
100 H 1.272 -3.073 -4.723  0.572
101 H 3.535 -2.481 -5.516  0.473
102 H 4.695 -0.533 -4.552  0.518
103 H 3.587 0.892 -2.921  0.628
104 H 2.795 2.690 -3.112  0.384
105 H 3.526 4.899 -2.401  0.475
106 H 2.498 5.998 -0.452  0.505
107 H 0.739 4.829 0.828  0.600
108 H 0.065 2.541 0.188  -0.913
109 H 1.170 3.156 -4.832  0.373
110 H 2.056 5.240 -5.603  0.456
111 H 1.091 7.393 -4.871  0.460
112 H -0.864 7.374 -3.355  0.444
113 H -1.770 5.310 -2.528  0.434
114 H -4.729 1.938 -3.389  0.591
115 H -5.594 0.614 -5.256  0.482
116 H -4.676 -1.620 -5.740  0.449
117 H -2.844 -2.527 -4.349  0.566
118 H -1.991 -1.214 -2.436  -0.443
119 H -5.664 1.450 -1.449  0.528
120 H -7.238 2.551 0.068  0.487
121 H -6.427 3.768 2.048  0.448
122 H -4.008 3.878 2.524  0.524
123 H -2.403 2.774 1.008  0.209
124 C 3.859 -0.763 4.667  -1.257
125 C 2.530 -1.506 4.712  -0.760
126 As 1.799 -2.107 2.952  0.245
127 C 0.314 -3.103 3.803  -1.238
128 C -0.609 -3.807 2.819  -1.289
129 C 3.004 -3.665 2.540  -0.024
130 C 3.579 -4.440 3.714  -1.485
131 H 4.107 -0.375 5.653  0.484
132 H 4.664 -1.426 4.355  0.280
133 H 3.814 0.081 3.974  0.112
134 H 1.761 -0.857 5.143  0.341
135 H 2.618 -2.373 5.369  0.764
136 H -0.260 -2.386 4.400  0.515
137 H 0.737 -3.832 4.498  0.759
138 H -1.007 -3.089 2.090  0.061
139 H -1.437 -4.279 3.348  0.579
140 H -0.080 -4.588 2.271  0.282
141 H 3.836 -3.315 1.919  0.199
142 H 2.410 -4.337 1.908  0.288
143 H 4.293 -3.832 4.266  0.304
144 H 4.103 -5.326 3.361  0.443
145 H 2.805 -4.773 4.399  0.314

## Properties
Max |F| in eV Å⁻¹: 1.38
Highest occupied orbital energy in eV: -13.41
Net charge: +3
E_LUMO in eV: -7.82
Kohn-Sham gap in eV: 5.58

***

Question: Which of these has the highest max |F|?
Answer: C2H3N2O

***

Question: Which value of max |F| does entry 3 give?
Answer: 0.63 eV Å⁻¹

***

Question: The lowest max |F| belongs to which entry?
Answer: C21H27NO3